Computed, not measured: a single C11H16O molecule in a non-equilibrium geometry, with ωB97M-V/def2-TZVPD.

```
28
Properties=species:S:1:pos:R:3:lowdin_charge:R:1
O 0.73 -0.18 0.12 -0.0744
C -1.27 1.06 0.92 -0.2318
C -2.44 -0.67 1.90 -0.0318
C -0.24 0.07 2.74 -0.0095
C 0.80 -1.50 -1.98 -0.0298
C -0.96 -0.92 1.83 -0.2467
C -0.69 -0.31 0.48 -0.2496
C 0.57 1.03 -1.97 -0.0368
C -2.65 0.56 1.30 -0.0184
C 1.17 -0.20 -1.24 -0.6069
C 2.70 0.01 -1.21 -0.0292
C -0.45 1.30 2.17 -0.0192
H -1.26 1.80 0.11 0.1317
H 3.15 -0.06 -2.21 0.0841
H 1.33 -1.51 -2.95 0.0917
H 0.74 1.96 -1.46 0.0821
H -0.07 2.25 2.56 0.1077
H -3.19 -1.24 2.37 0.0917
H 2.90 1.00 -0.78 0.0832
H 1.04 -2.38 -1.42 0.0763
H 3.15 -0.75 -0.56 0.0906
H 0.93 1.11 -3.00 0.0919
H -0.28 -1.54 -2.22 0.0818
H -1.30 -0.82 -0.28 0.1540
H 0.39 -0.13 3.60 0.1018
H -3.64 1.08 1.25 0.1155
H -0.65 -1.95 1.91 0.1393
H -0.48 0.92 -2.00 0.0608
```

For the LUMO energy, the calculation gives 0.904 eV. As for the SMILES: CC(C)(C)O[C@H]1[C@H]2C=C[C@@H]1C=C2. Its spin multiplicity is 1. The value obtained for the gap between HOMO and LUMO is 9.50 eV. The total energy is -503.89298 hartree. The energy above the lowest of the compared OMol25 structures with the same formula, charge and spin comes out at 254.8 kJ/mol.

Computed, not measured: C5H11N2O as an isolated structure in a non-equilibrium geometry, with ωB97M-V/def2-TZVPD.

```
19
Properties=species:S:1:pos:R:3:lowdin_charge:R:1
O -2.10 -1.63 -0.28 -0.0174
N 2.11 0.79 -0.01 0.0855
N -0.12 -0.21 0.04 -0.2175
C 1.32 1.65 -0.69 -0.1666
C 1.70 -0.30 0.31 0.1167
C -0.68 -1.52 -0.53 -0.1509
C -0.57 0.00 1.42 -0.0189
C -0.13 0.99 -0.81 -0.0713
H -0.21 -2.48 -0.13 0.1619
H -1.63 0.24 1.49 0.1102
H -0.17 0.54 -1.88 0.1529
H -0.73 -1.52 -1.67 0.1577
H 1.68 1.87 -1.69 0.1387
H -1.01 1.60 -0.75 0.1312
H 1.94 -1.06 1.02 0.1359
H 1.26 2.61 -0.11 0.1534
H -0.32 -0.90 1.93 0.1053
H -2.20 -1.67 0.65 0.0563
H -0.15 1.01 1.69 0.1369
```

For the LUMO energy, the calculation gives -3.889 eV. Its spin multiplicity is 1. The value obtained for the gap between HOMO and LUMO is 11.46 eV. The total energy is -381.51773 hartree. The energy above the lowest of the compared OMol25 structures with the same formula, charge and spin comes out at 383.9 kJ/mol. As for the charge: +1.

Computed, not measured: C43H42BaP2 as an isolated structure in a non-equilibrium geometry, with ωB97M-V/def2-TZVPD.

```
88
Properties=species:S:1:pos:R:3:lowdin_charge:R:1
Ba -1.12 1.29 1.30 1.6980
P 0.18 1.51 -3.81 1.0108
P -1.51 -1.26 -4.02 1.0035
C -0.82 -4.48 -1.50 -0.0799
C 2.73 2.63 -6.96 -0.0812
C -1.52 -1.64 -6.84 -0.1091
C -2.06 -4.60 -0.87 -0.0785
C -1.73 -2.34 -8.04 -0.0905
C 1.95 3.04 -2.25 -0.0749
C 0.92 2.10 -2.26 -0.3950
C 2.56 3.42 -1.04 -0.0564
C -1.37 2.29 6.55 -0.2585
C -1.98 2.40 9.34 -0.1097
C 2.25 1.99 -5.81 -0.0984
C 0.54 1.47 -1.06 -0.2530
C 2.19 2.81 0.15 -0.0720
C 0.30 -1.23 -4.25 -0.3602
C 0.32 3.45 -5.82 -0.1108
C 1.41 0.15 5.79 -0.1960
C 1.03 -0.11 -4.00 -0.3269
C 2.35 1.00 5.03 -0.1194
C -0.60 -3.47 -2.44 -0.0936
C -0.35 2.40 7.54 -0.0599
C -0.66 2.37 8.90 -0.0979
C -2.90 -2.72 -2.15 -0.1195
C 1.03 2.39 -5.23 -0.3736
C 3.13 0.58 4.03 -0.1351
C -2.97 0.07 2.66 -0.4932
C -0.85 1.87 3.95 -0.2513
C -2.27 -3.63 -8.03 -0.0927
C -3.10 -3.73 -1.20 -0.0798
C -1.64 -2.60 -2.78 -0.4239
C 1.36 1.68 0.08 -0.2668
C -2.41 -3.52 -5.60 -0.0895
C -3.00 2.49 8.38 -0.1013
C 1.78 -1.20 2.93 -0.2086
C 0.90 -2.26 5.04 -0.1074
C -1.85 -2.23 -5.61 -0.3588
C -2.60 -4.22 -6.80 -0.0855
C -1.06 2.09 5.16 -0.2329
C 0.82 4.10 -6.96 -0.0851
C 2.02 3.68 -7.53 -0.0834
C 1.68 -1.39 5.97 -0.1706
C 3.16 -0.80 3.45 -0.2068
C 1.11 -2.31 3.71 -0.1057
C -2.71 2.38 7.02 -0.0378
H 4.02 1.17 3.77 0.0955
H 0.27 4.93 -7.40 0.1042
H 3.60 -1.55 4.13 0.1134
H 2.40 4.17 -8.43 0.1039
H 1.88 -1.52 1.88 0.1016
H -2.22 -5.38 -0.12 0.1058
H -4.03 2.64 8.72 0.0993
H 3.37 4.15 -1.03 0.1137
H -1.09 -0.64 -6.87 0.0987
H 2.83 1.17 -5.37 0.0884
H 2.76 -1.59 5.94 0.1062
H 1.34 -1.61 7.00 0.1085
H 0.16 -2.90 5.53 0.1039
H 0.68 2.53 7.23 0.0957
H 2.58 3.10 1.14 0.1235
H 0.14 2.35 9.65 0.0972
H -1.46 -1.87 -8.99 0.1015
H 2.13 -0.11 -3.92 0.0770
H 1.11 -0.31 2.96 0.0770
H -4.08 -3.83 -0.73 0.1077
H -3.19 1.10 3.03 -0.1046
H -3.71 -2.04 -2.41 0.1017
H 1.36 0.58 6.80 0.0904
H 1.43 0.96 0.93 0.0593
H 2.30 3.49 -3.18 0.1031
H -3.53 2.38 6.30 0.1116
H -0.01 -5.17 -1.27 0.1042
H 0.42 0.35 5.40 0.0704
H 0.56 -3.06 3.11 0.0975
H -2.21 2.38 10.41 0.0977
H 3.67 2.29 -7.40 0.1051
H 0.76 -2.14 -4.66 0.0852
H 0.37 -3.38 -2.92 0.0909
H -3.00 -5.23 -6.78 0.1028
H -0.64 3.76 -5.39 0.0961
H -0.31 0.75 -1.09 0.0420
H -2.68 -4.00 -4.66 0.0967
H 3.86 -0.75 2.59 0.1038
H -3.81 -0.29 2.04 -0.0934
H -2.74 -0.58 3.51 -0.0743
H 2.48 2.01 5.43 0.1082
H -2.42 -4.17 -8.96 0.1021
```

For the LUMO energy, the calculation gives -0.461 eV. Its spin multiplicity is 1. The value obtained for the gap between HOMO and LUMO is 5.64 eV. The total energy is -2371.64117 hartree. The energy above the lowest of the compared OMol25 structures with the same formula, charge and spin comes out at 171.5 kJ/mol.

Computed, not measured: a 4-piece molecular cluster, C20H38IN6O5 overall in a non-equilibrium geometry, with ωB97M-V/def2-TZVPD.

```
70
Properties=species:S:1:pos:R:3:lowdin_charge:R:1
I -2.76 -1.06 0.42 0.9855
O -4.50 -3.64 2.35 -0.0299
O -0.03 -0.27 -2.91 0.1943
O -7.68 -0.48 -2.26 0.0086
O -0.52 0.58 -0.88 -0.0623
O 7.27 3.10 1.92 0.0156
N 4.32 -0.41 -0.64 -0.1172
N 5.66 -0.66 -0.25 0.1438
N -5.70 -2.41 3.83 -0.1977
N -6.37 -2.24 -2.84 -0.1992
N 2.30 1.99 -2.55 0.0372
N 8.95 1.57 1.92 -0.1980
C -3.02 0.57 -0.94 -0.7270
C -5.64 -1.46 -3.82 -0.0384
C 9.29 1.85 3.31 -0.0288
C 7.94 2.26 1.36 -0.3889
C -6.57 -2.35 4.99 -0.0525
C -5.29 -1.18 3.17 -0.0771
C 9.71 0.57 1.19 -0.0557
C -7.35 -1.65 -2.14 -0.3581
C 2.64 3.71 -0.71 -0.0704
C -6.01 -3.64 -2.65 -0.0529
C 2.07 -1.13 -0.61 0.0769
C 0.28 0.10 -1.82 -0.4957
C 3.40 -1.31 -0.26 0.0265
C -5.24 -3.56 3.32 -0.3524
C 1.69 -0.04 -1.37 -0.0009
C 1.73 3.12 -1.77 -0.2120
C 3.99 0.66 -1.37 0.0640
C -3.99 1.59 -0.34 -0.1643
C -1.71 1.26 -1.34 -0.1993
C 2.67 0.88 -1.77 -0.1777
H -7.84 -2.33 -1.42 0.1336
H 10.12 1.22 3.61 0.0894
H -6.78 -3.35 5.35 0.0838
H 3.10 2.30 -3.09 0.1295
H 6.26 -0.27 -0.97 0.1042
H -3.53 0.16 -1.80 0.0518
H 9.34 0.49 0.17 0.0758
H 2.07 4.45 -0.15 0.0842
H 1.35 -1.87 -0.30 0.1450
H -5.72 -0.32 3.68 0.0894
H -4.97 -3.71 -2.34 0.0867
H -3.78 1.79 0.71 0.0683
H 4.74 1.37 -1.67 0.1521
H -6.10 -1.78 5.79 0.0901
H 0.78 2.80 -1.35 0.0996
H 5.83 -0.07 0.57 0.1130
H -4.88 -2.07 -4.31 0.0880
H -4.20 -1.11 3.19 0.0444
H -5.17 -0.61 -3.33 0.0721
H 9.62 -0.40 1.68 0.0911
H -5.01 1.26 -0.45 0.0778
H -3.90 2.54 -0.87 0.0828
H -1.70 1.42 -2.42 0.1374
H -6.34 -1.08 -4.57 0.0962
H 3.46 4.26 -1.18 0.0802
H -5.60 -4.45 3.87 0.1351
H 1.52 3.90 -2.50 0.1233
H -7.51 -1.87 4.72 0.0911
H 3.08 2.98 -0.04 0.0661
H 9.57 2.89 3.42 0.0980
H 8.43 1.65 3.95 0.0946
H 3.77 -2.15 0.30 0.1485
H -6.64 -4.09 -1.89 0.0847
H 7.76 1.98 0.30 0.1188
H -1.69 2.23 -0.87 0.1213
H 10.76 0.86 1.15 0.0947
H -6.15 -4.18 -3.59 0.0901
H -5.61 -1.19 2.13 0.0709
```

For the LUMO energy, the calculation gives -4.168 eV. Its spin multiplicity is 1. The value obtained for the gap between HOMO and LUMO is 6.51 eV. The total energy is -1787.04004 hartree. As for the charge: +1.

Computed, not measured: a 2-piece molecular cluster, C17H34BClIO6 overall in a non-equilibrium geometry, with ωB97M-V/def2-TZVPD.

```
60
Properties=species:S:1:pos:R:3:lowdin_charge:R:1
I 3.49 1.52 1.88 0.7963
Cl 1.51 6.32 -2.02 0.6437
O 0.50 2.03 3.83 0.0505
O 1.08 7.70 -2.13 -0.3729
O -0.05 3.51 2.08 -0.0638
O 1.12 5.80 -0.72 -0.4040
O 2.95 6.25 -2.15 -0.3818
O 0.89 5.53 -3.06 -0.3828
C 0.73 0.95 -2.33 -0.2074
C -1.96 -2.26 1.60 -0.2258
C -0.56 -1.46 -2.58 -0.2142
C 0.00 2.26 2.73 -0.4692
C 1.37 -3.64 0.91 -0.2335
C 0.32 -3.37 2.08 -0.2256
C 1.97 2.78 -0.86 -0.1812
C -3.51 -2.35 1.23 -0.2055
C -3.76 -1.46 -0.07 -0.2077
C 0.69 -0.54 -2.87 -0.2049
C 2.04 1.28 -1.43 -0.2353
C -1.77 -0.87 -1.76 -0.2246
C -0.69 1.04 1.95 0.0008
C 2.68 -2.73 1.25 -0.1225
C 1.26 3.96 1.63 -0.1795
C -1.21 -3.68 1.64 -0.1998
C -2.87 -1.98 -1.33 -0.1887
B 2.11 2.87 0.77 -0.6599
H 2.97 1.15 -2.08 0.1121
H 1.63 -1.08 -2.48 0.1057
H 0.82 1.65 -3.23 0.1222
H -1.85 -1.81 2.65 0.1104
H -4.09 -1.86 2.09 0.1050
H -1.53 0.58 2.57 0.0887
H 0.99 3.25 -1.21 0.1025
H 0.06 0.22 1.70 0.0781
H 2.80 3.40 -1.36 0.1253
H 2.60 -2.28 2.29 0.0655
H -0.96 -1.84 -3.59 0.1126
H 0.85 -0.50 -4.01 0.1085
H 1.06 4.84 0.91 0.0955
H -1.14 1.39 0.97 0.0835
H -1.36 -1.59 0.90 0.0843
H -3.34 -0.42 0.17 0.1012
H -3.60 -2.05 -2.20 0.1037
H -3.90 -3.42 1.14 0.1089
H 0.38 -2.25 2.34 0.0898
H -1.24 -4.20 0.61 0.1019
H 1.92 4.39 2.46 0.1213
H -1.70 -4.40 2.37 0.1014
H 1.62 -4.75 0.91 0.1020
H 2.88 -1.96 0.45 0.0566
H -2.37 -0.07 -2.33 0.1267
H 0.95 -3.27 -0.08 0.0861
H -2.38 -2.97 -1.07 0.0963
H -0.20 -2.40 -2.03 0.0926
H 0.58 -3.91 3.05 0.1124
H -1.35 -0.31 -0.84 0.0782
H 2.02 0.50 -0.59 0.0575
H -4.86 -1.33 -0.33 0.1018
H -0.15 1.32 -1.73 0.0946
H 3.56 -3.46 1.27 0.0668
```

For the LUMO energy, the calculation gives 2.289 eV. Its spin multiplicity is 1. The value obtained for the gap between HOMO and LUMO is 8.58 eV. The total energy is -1902.04552 hartree. As for the charge: -1.

Computed, not measured: a 3-piece molecular cluster, C3H12O2S2 overall in a non-equilibrium geometry, with ωB97M-V/def2-TZVPD.

```
19
Properties=species:S:1:pos:R:3:lowdin_charge:R:1
S -0.92 -1.46 -0.64 0.5342
S 0.67 -0.34 -1.66 0.5036
O 1.52 -0.53 2.69 0.0049
O 1.02 1.65 0.82 -0.0687
C 2.07 -1.21 -0.97 -0.4748
C -2.10 0.83 -0.20 -0.2656
C -2.38 -0.43 -0.99 -0.6391
H 0.62 1.46 -0.02 -0.0711
H 1.09 0.09 2.19 -0.0554
H -1.95 0.67 0.93 0.0985
H 1.80 2.19 0.68 0.0558
H 1.25 -0.45 3.56 -0.0101
H -3.36 -1.04 -0.69 0.1115
H -1.16 1.16 -0.71 -0.0076
H -2.54 -0.25 -2.13 0.0968
H 1.84 -1.79 -0.02 0.0551
H 2.85 -0.51 -0.70 0.0211
H -2.83 1.71 -0.33 0.0958
H 2.51 -1.73 -1.82 0.0152
```

For the LUMO energy, the calculation gives 0.194 eV. As for the SMILES: CCSSC.O.O. Its spin multiplicity is 1. The value obtained for the gap between HOMO and LUMO is 8.34 eV. The total energy is -1068.30490 hartree. The energy above the lowest of the compared OMol25 structures with the same formula, charge and spin comes out at 155.7 kJ/mol.